(1)
DFT (ωB97M-V/def2-TZVPD) results for a 4-piece molecular cluster, C29H64N5OS overall in a non-equilibrium geometry.

```
! wB97M-V def2-TZVPD RIJCOSX def2/J DEFGRID3
* xyz 1 1
C 5.7759 -4.2254 0.1721
C 4.3652 -4.1884 -0.5278
O 3.4887 -3.5516 -0.0309
N 4.2604 -4.9308 -1.8008
C 4.2746 -4.0349 -3.0039
S 2.9799 -6.0460 -1.7928
C 1.3334 -5.2313 -1.8327
C 0.2974 -5.9119 -0.8762
C -1.2088 -5.5703 -1.1959
C -1.4523 -4.1269 -1.7666
N -0.7180 -3.0638 -1.0641
C -0.6085 -2.9373 0.3004
C 0.2388 -1.7641 0.4335
C 0.5790 -1.2721 -0.9199
C -0.0779 -2.1420 -1.8763
H 6.5318 -4.5144 -0.6043
H 6.0388 -3.1980 0.5254
H 5.7220 -4.9556 1.0117
H 4.6379 -3.0221 -2.6892
H 5.0649 -4.4314 -3.6973
H 3.3020 -3.9951 -3.5439
H 3.0961 -6.6838 -3.0151
H 1.4923 -4.1819 -1.4529
H 0.9779 -5.1090 -2.8875
H 0.3940 -7.0317 -0.9627
H 0.4729 -5.6853 0.2026
H -1.7172 -6.3290 -1.8481
H -1.7579 -5.6289 -0.2162
H -2.5495 -3.9111 -1.6242
H -1.2995 -4.1264 -2.8736
H -1.0522 -3.6063 1.0578
H 0.5938 -1.3312 1.3896
H 1.2253 -0.4095 -1.1881
H -0.0672 -2.1265 -2.9810
C -0.6898 4.5618 -2.9900
C -1.2087 3.1365 -3.1107
N -1.7835 2.6126 -1.8825
C -2.0433 1.1809 -1.9351
C -3.0960 0.6822 -2.9299
C -2.8373 3.4150 -1.2757
C -4.0870 3.6995 -2.1141
H 0.0542 4.6424 -2.1937
H -0.2134 4.8628 -3.9256
H -1.4900 5.2775 -2.7927
H -0.3574 2.5073 -3.3930
H -1.9206 3.0916 -3.9472
H -2.3117 0.8254 -0.9347
H -1.0978 0.6783 -2.1645
H -4.1077 0.8795 -2.5767
H -3.0058 -0.4022 -3.0440
H -2.9734 1.1218 -3.9212
H -2.4053 4.3736 -0.9738
H -3.1439 2.9526 -0.3322
H -3.8492 3.9611 -3.1467
H -4.6331 4.5431 -1.6838
H -4.7719 2.8522 -2.1197
C -3.1402 -3.5828 4.4302
C -2.7112 -2.2364 3.8622
N -3.7860 -1.4839 3.2346
C -3.3142 -0.3240 2.4844
C -2.6457 0.8057 3.2729
C -4.9700 -1.2556 4.0530
C -4.7867 -0.5058 5.3758
H -3.5946 -4.2095 3.6589
H -2.2687 -4.1119 4.8226
H -3.8486 -3.4751 5.2533
H -1.9411 -2.4359 3.1088
H -2.2245 -1.6585 4.6604
H -4.1437 0.0956 1.9064
H -2.6008 -0.6784 1.7308
H -3.3780 1.4116 3.8054
H -2.1236 1.4735 2.5825
H -1.9056 0.4355 3.9845
H -5.4252 -2.2260 4.2729
H -5.7257 -0.7368 3.4560
H -3.9053 -0.8372 5.9278
H -5.6545 -0.6776 6.0179
H -4.7165 0.5705 5.2241
C 3.8472 7.1711 0.4302
C 3.1132 5.9595 -0.1277
N 3.9560 4.7870 -0.3050
C 3.3103 3.7257 -1.0642
C 2.0808 3.0523 -0.4472
C 4.6985 4.3492 0.8685
C 3.8970 3.9773 2.1199
H 4.6939 7.4447 -0.2029
H 3.1690 8.0258 0.4714
H 4.2117 7.0001 1.4451
H 2.7106 6.2488 -1.1038
H 2.2480 5.7470 0.5164
H 4.0495 2.9538 -1.3039
H 3.0161 4.1408 -2.0350
H 2.3599 2.3544 0.3427
H 1.5584 2.4721 -1.2137
H 1.3666 3.7741 -0.0486
H 5.4045 5.1393 1.1399
H 5.3378 3.5037 0.5955
H 3.0891 4.6814 2.3254
H 4.5570 3.9778 2.9918
H 3.4741 2.9757 2.0466
*
```

The value obtained for the HOMO-LUMO gap is 5.95 eV. Its total energy is -51433.877 eV.

(2)
DFT (ωB97M-V/def2-TZVPD) results for C47H60BInN9O2 as an isolated structure.

```
! wB97M-V def2-TZVPD RIJCOSX def2/J DEFGRID3
* xyz -1 1
C -1.0444 1.6810 -0.1424
C -1.8721 2.7480 -0.8765
C -3.1768 3.1020 -0.1595
C -4.2230 1.9742 -0.1943
In -6.3742 2.5518 -0.3535
C -6.9285 2.5865 -2.5265
O -6.8458 4.3415 0.6458
C -6.0957 5.4799 0.3747
C -6.2212 5.9953 -1.0539
B -7.6446 0.8991 0.6837
N -7.9728 -0.4029 0.0662
O -8.0480 1.0438 2.0170
H -1.4418 1.4536 0.8427
H -0.0244 2.0421 -0.0085
H -0.9594 0.7736 -0.7373
H -2.0770 2.4553 -1.9067
H -1.2835 3.6633 -0.9381
H -3.5624 4.0111 -0.6199
H -2.9151 3.3000 0.8817
H -4.0327 1.3688 -1.0868
H -4.0888 1.2962 0.6492
H -6.8313 1.5652 -2.9017
H -7.9654 2.8922 -2.6575
H -6.2755 3.2126 -3.1341
H -5.0330 5.3499 0.6281
H -6.4533 6.2915 1.0299
H -5.4639 6.7673 -1.2185
H -7.1963 6.4575 -1.1886
H -6.0522 5.2149 -1.7928
H -7.2645 -1.1154 0.2024
H -8.0986 -0.2770 -0.9297
H -8.7237 1.7221 2.0330
N 1.0812 1.7780 3.3471
C 0.6864 2.1476 4.5623
C 0.1484 1.2754 5.4967
C 0.0103 -0.0603 5.1530
C 0.4224 -0.4583 3.8914
C 0.9477 0.4916 3.0269
H 0.8018 3.2016 4.7944
H -0.1615 1.6380 6.4677
H -0.4125 -0.7742 5.8492
H 0.3332 -1.4889 3.5732
H 1.2755 0.2144 2.0314
N 2.7527 -1.1597 0.3492
C 3.3111 -2.3014 0.7422
C 4.1619 -3.0539 -0.0542
C 4.4461 -2.5921 -1.3298
C 3.8712 -1.4056 -1.7535
C 3.0340 -0.7291 -0.8769
H 3.0624 -2.6275 1.7470
H 4.5884 -3.9789 0.3147
H 5.1068 -3.1501 -1.9819
H 4.0620 -1.0099 -2.7415
H 2.5622 0.2032 -1.1680
N -9.2138 8.7899 -1.5425
C -10.0934 7.7933 -1.5200
C -11.1222 7.6997 -0.5940
C -11.2422 8.6952 0.3605
C -10.3298 9.7380 0.3515
C -9.3372 9.7361 -0.6170
H -9.9583 7.0272 -2.2752
H -11.8040 6.8610 -0.6195
H -12.0280 8.6553 1.1041
H -10.3786 10.5329 1.0833
H -8.5984 10.5298 -0.6520
N 6.8665 -5.6039 0.7459
C 7.4308 -4.4203 0.5211
C 8.7026 -4.2596 -0.0082
C 9.4358 -5.3941 -0.3208
C 8.8615 -6.6334 -0.0875
C 7.5805 -6.6848 0.4417
H 6.8269 -3.5576 0.7810
H 9.1035 -3.2688 -0.1737
H 10.4330 -5.3275 -0.7350
H 9.3997 -7.5454 -0.3096
H 7.0988 -7.6377 0.6339
N 12.0676 -6.5926 -1.8450
C 11.5410 -7.3275 -2.8221
C 12.1788 -7.5722 -4.0284
C 13.4327 -7.0212 -4.2345
C 13.9938 -6.2524 -3.2281
C 13.2732 -6.0705 -2.0577
H 10.5554 -7.7369 -2.6275
H 11.7005 -8.1780 -4.7855
H 13.9626 -7.1868 -5.1635
H 14.9692 -5.8008 -3.3447
H 13.6801 -5.4767 -1.2462
N -0.2181 5.6294 -2.4299
C 0.9297 6.1677 -2.0316
C 1.5860 7.1753 -2.7242
C 1.0166 7.6468 -3.8961
C -0.1799 7.0942 -4.3226
C -0.7549 6.0913 -3.5543
H 1.3415 5.7698 -1.1098
H 2.5178 7.5783 -2.3510
H 1.4961 8.4327 -4.4660
H -0.6625 7.4318 -5.2296
H -1.6941 5.6355 -3.8491
N 3.1527 -6.7879 -3.6844
C 2.1424 -7.6508 -3.6208
C 1.1603 -7.6137 -2.6427
C 1.2317 -6.6257 -1.6741
C 2.2774 -5.7189 -1.7251
C 3.2064 -5.8443 -2.7474
H 2.1204 -8.4097 -4.3958
H 0.3599 -8.3409 -2.6439
H 0.4841 -6.5612 -0.8942
H 2.3733 -4.9312 -0.9914
H 4.0374 -5.1526 -2.8251
N -1.3898 -2.7195 6.8184
C -1.8471 -3.4083 5.7757
C -3.0629 -4.0742 5.7678
C -3.8480 -4.0247 6.9076
C -3.3850 -3.3134 8.0024
C -2.1556 -2.6800 7.9057
H -1.2063 -3.4208 4.9005
H -3.3859 -4.6110 4.8869
H -4.8058 -4.5271 6.9401
H -3.9654 -3.2438 8.9120
H -1.7629 -2.1071 8.7389
*
```

The value obtained for the HOMO-LUMO gap is 5.02 eV. Its total energy is -73067.582 eV.

(3)
DFT (ωB97M-V/def2-TZVPD) results for C3H4CaLiO3 as an isolated structure in a non-equilibrium geometry.

```
! wB97M-V def2-TZVPD RIJCOSX def2/J DEFGRID3
* xyz 0 2
H -2.0998 -1.7111 0.0992
C -1.2918 -1.1216 -0.3745
C 0.0221 -1.4974 0.2932
O 1.1912 -1.4387 -0.5778
C 1.6204 -0.3057 -1.2287
O 1.7722 0.7409 -0.0870
Ca 0.0545 0.6382 0.9472
O -1.5669 0.2721 -0.1792
H -1.2931 -1.3464 -1.4606
H 0.0064 -2.5152 0.6988
H 2.1838 1.5043 -0.4965
Li -2.7353 1.2505 -1.0379
*
```

The value obtained for the HOMO-LUMO gap (spin up / spin down) is 3.26 / 7.46 eV. As for the energy above the lowest of the compared OMol25 structures with the same formula, charge and spin: 466.8 kJ/mol. Its total energy is -27956.819 eV.

(4)
DFT (ωB97M-V/def2-TZVPD) results for C5H7HgO3 as an isolated structure in a non-equilibrium geometry.

```
! wB97M-V def2-TZVPD RIJCOSX def2/J DEFGRID3
* xyz 0 2
O -0.4173 1.4111 0.1233
C 0.1253 0.7173 1.1104
C -1.8557 1.3916 0.2243
O 1.2913 -0.0028 0.8058
O -0.7439 0.4968 2.0663
C -2.0765 0.8555 1.6413
H -2.2549 0.7521 -0.5684
H -2.1985 2.4223 0.0872
H -2.6836 -0.0563 1.6644
H -2.4844 1.5979 2.3337
Hg 2.7297 0.9906 -0.8708
C 1.7902 -2.1097 -2.0073
H 0.9827 -1.5191 -2.4670
H 2.0979 -2.9742 -2.6182
C 2.5123 -1.6011 -0.9780
H 3.1855 -2.3721 -0.5472
*
```

The value obtained for the HOMO-LUMO gap (spin up / spin down) is 7.50 / 6.87 eV. As for the energy above the lowest of the compared OMol25 structures with the same formula, charge and spin: 168.2 kJ/mol. Its total energy is -15610.431 eV.

(5)
DFT (ωB97M-V/def2-TZVPD) results for C5H8BrN3 as an isolated structure in a non-equilibrium geometry.

```
! wB97M-V def2-TZVPD RIJCOSX def2/J DEFGRID3
* xyz 0 1
C 1.0328 -0.5105 0.3434
C 1.4632 0.8095 0.1763
C -0.7221 -0.2365 -0.5173
C 2.7908 1.4547 0.5408
C -2.7240 -1.2936 0.0103
N 0.5452 1.6499 -0.3580
N -0.5770 0.9715 -0.8128
N -1.4909 -1.3160 -0.6806
Br 1.8171 -2.1894 0.4366
H 3.0697 2.3036 -0.0809
H 2.5901 1.7893 1.5366
H 3.6429 0.7949 0.6297
H -3.2175 -0.2881 -0.1972
H -3.3728 -2.0943 -0.3442
H -2.5896 -1.3492 1.0876
H -1.3726 1.6552 -1.1584
H -0.8853 -2.1510 -0.6120
*
```

The value obtained for the HOMO-LUMO gap is 7.96 eV. As for the energy above the lowest of the compared OMol25 structures with the same formula, charge and spin: 306.8 kJ/mol. Its total energy is -79823.231 eV.

(6)
DFT (ωB97M-V/def2-TZVPD) results for a 2-piece molecular cluster, C5H6Br2 overall in a non-equilibrium geometry.

```
! wB97M-V def2-TZVPD RIJCOSX def2/J DEFGRID3
* xyz 0 1
C 0.1825 -1.8301 2.2329
C -0.6349 0.6982 -1.2184
C -0.4247 -1.0814 1.2700
C 0.0685 0.0236 0.6017
C 0.2811 1.6399 -1.8998
Br -2.3766 -1.2211 0.9620
Br 1.7745 0.5821 0.9178
H -0.2356 -2.6898 2.6257
H 1.2318 -1.8928 2.2936
H -1.4181 -0.0902 -1.5074
H 1.3145 1.4259 -1.5719
H 0.0877 2.6943 -1.7128
H 0.1492 1.7414 -2.9933
*
```

The value obtained for the HOMO-LUMO gap (spin up / spin down) is 8.17 / 7.88 eV. As for the energy above the lowest of the compared OMol25 structures with the same formula, charge and spin: 502.3 kJ/mol. Its total energy is -145361.127 eV.

(7)
DFT (ωB97M-V/def2-TZVPD) results for C3H5N3O as an isolated structure in a non-equilibrium geometry.

```
! wB97M-V def2-TZVPD RIJCOSX def2/J DEFGRID3
* xyz 0 1
C 0.1370 0.0066 -0.3632
C -1.2938 -0.0866 1.1690
C -1.8596 0.5143 0.0580
H 2.3885 -1.3261 -0.2163
H 2.9846 0.4090 -0.1626
H 0.8677 -0.0645 1.7965
H -1.5608 -0.3492 2.1937
H -2.9789 0.5037 -0.3515
N 2.1802 -0.2521 -0.0117
N 1.2228 0.0163 -1.0610
N -0.0273 -0.5342 0.8983
O -0.9041 0.4514 -0.9028
*
```

The value obtained for the HOMO-LUMO gap is 8.41 eV. As for the energy above the lowest of the compared OMol25 structures with the same formula, charge and spin: 542.1 kJ/mol. Its total energy is -9704.966 eV.

(8)
DFT (ωB97M-V/def2-TZVPD) results for a 9-piece molecular cluster, C53H69BrN9O6PS overall in a non-equilibrium geometry.

```
! wB97M-V def2-TZVPD RIJCOSX def2/J DEFGRID3
* xyz 0 1
C 4.3495 -0.4530 1.2134
C 2.9644 -0.3682 0.8799
C 1.4522 -0.4904 0.2612
C 1.0964 -2.0746 0.0106
O 1.7467 -2.8524 1.0807
C -0.5443 -2.3290 -0.0998
C -1.2943 -2.4670 1.3516
C -2.1554 -1.1293 1.8065
C -3.7914 -1.2962 1.5132
C -4.3864 0.1860 1.1109
N -0.6717 -3.6427 -0.8981
C -2.0874 -3.8764 -1.3681
C -2.2723 -3.6859 -3.0198
C -3.2974 -2.4375 -3.2968
O -1.2582 -1.2967 -0.8631
S -0.2685 -0.4901 -1.9858
O -1.1284 0.5173 -2.8375
O 0.2344 -1.5529 -3.0401
C 1.2353 0.2796 -1.1833
C 1.2204 1.9076 -1.0542
C -0.1798 2.5800 -0.5536
O -0.9104 3.2317 -1.5013
C -0.7831 2.6200 0.9674
C -2.3741 3.1046 1.1463
C -3.1179 3.2288 2.6294
C -2.2589 2.8374 4.0091
C -0.6797 2.3531 3.8763
C 0.0133 2.2763 2.3575
P 2.7274 -0.1288 -2.3699
O 4.1621 0.7407 -1.8931
Br 2.2124 0.7927 -4.4320
H 5.3895 -0.3625 1.7550
H 0.6890 -0.0919 1.0542
H 1.6146 -2.4379 -1.0022
H 2.0830 -3.7422 0.7340
H -2.0828 -3.3636 1.3698
H -0.5657 -2.6942 2.2605
H -1.7176 -0.1179 1.4151
H -2.0766 -1.0743 2.9968
H -4.0212 -2.1130 0.6875
H -4.3032 -1.7066 2.5071
H -5.3511 0.0196 0.4402
H -4.6389 0.8686 2.0454
H -3.5562 0.6882 0.4179
H -0.2943 -4.4487 -0.3492
H -2.3069 -5.0358 -1.1841
H -2.9172 -3.3028 -0.7765
H -2.8169 -4.6642 -3.4323
H -1.2532 -3.6252 -3.5907
H -2.9015 -1.4063 -2.9107
H -4.3295 -2.6322 -2.7314
H -3.5435 -2.4402 -4.4480
H 1.5655 2.4382 -2.0559
H 2.0518 2.1973 -0.2497
H -3.0178 3.3878 0.1846
H -4.2369 3.6075 2.6692
H -2.7123 2.9020 5.0893
H -0.0886 2.0676 4.8700
H 1.1347 1.9243 2.3104
H 4.0033 1.3503 -1.1142
C -3.3048 -7.0885 0.9042
C -4.1617 -8.2028 1.0696
C -3.6149 -9.2497 0.3619
N -2.4607 -8.8049 -0.2285
C -2.2606 -7.4897 0.1011
H -3.4346 -6.1005 1.3264
H -5.0786 -8.2378 1.6437
H -3.9482 -10.2701 0.2272
H -1.8516 -9.3606 -0.8148
H -1.3955 -6.9528 -0.2644
C -6.8189 -6.3145 -3.6518
C -7.9099 -6.4962 -2.7686
C -7.3890 -6.7413 -1.5178
N -6.0221 -6.7186 -1.6163
C -5.6653 -6.4536 -2.9129
H -6.8693 -6.1036 -4.7122
H -8.9622 -6.4522 -3.0180
H -7.8728 -6.9307 -0.5689
H -5.3776 -6.8724 -0.8517
H -4.6239 -6.3884 -3.1982
C 2.0378 5.4013 -7.1763
C 1.9485 4.3985 -6.1815
C 2.6671 3.3122 -6.6281
N 3.1827 3.6226 -7.8595
C 2.8088 4.8966 -8.1995
H 1.5892 6.3859 -7.1488
H 1.4177 4.4622 -5.2404
H 2.8540 2.3469 -6.1768
H 3.7511 3.0081 -8.4278
H 3.1212 5.3332 -9.1387
C 1.4841 7.7373 3.6872
C 0.6272 6.6231 3.8526
C 1.1740 5.5761 3.1449
N 2.3282 6.0209 2.5545
C 2.5283 7.3361 2.8840
H 1.3543 8.7253 4.1094
H -0.2897 6.5880 4.4267
H 0.8407 4.5557 3.0102
H 2.9374 5.4652 1.9681
H 3.3934 7.8730 2.5186
C 9.0372 -3.0119 2.8574
C 9.2815 -2.0143 3.8312
C 8.9123 -0.8063 3.2831
N 8.4583 -1.0396 2.0110
C 8.5256 -2.3824 1.7447
H 9.2141 -4.0749 2.9574
H 9.6829 -2.1613 4.8256
H 8.9350 0.1967 3.6877
H 8.1249 -0.3317 1.3696
H 8.2060 -2.7738 0.7882
C -5.0058 -0.4779 -6.4421
C -6.2531 -1.1348 -6.5691
C -6.5223 -1.2480 -7.9147
N -5.4836 -0.6782 -8.6039
C -4.5515 -0.2108 -7.7143
H -4.4937 -0.2278 -5.5221
H -6.8863 -1.4879 -5.7655
H -7.3626 -1.6830 -8.4393
H -5.4152 -0.6137 -9.6113
H -3.6479 0.2719 -8.0618
C 7.5942 8.6721 3.0079
C 6.3469 8.0152 2.8809
C 6.0777 7.9020 1.5353
N 7.1164 8.4718 0.8461
C 8.0485 8.9392 1.7357
H 8.1063 8.9222 3.9279
H 5.7137 7.6621 3.6845
H 5.2374 7.4670 1.0107
H 7.1848 8.5363 -0.1613
H 8.9521 9.4219 1.3882
C -0.3296 1.2467 9.2633
C 0.8273 0.5177 9.6284
C 1.4213 0.0810 8.4654
N 0.6607 0.5169 7.4118
C -0.4061 1.2333 7.8884
H -1.0307 1.7304 9.9311
H 1.1887 0.3319 10.6316
H 2.3170 -0.5022 8.2980
H 0.8566 0.3385 6.4353
H -1.1273 1.6696 7.2104
*
```

The value obtained for the HOMO-LUMO gap is 6.51 eV. Its total energy is -171919.335 eV. As for the SMILES: C#C[C@@H]1[C@@H](O)[C@](CCCC)(NCCC)OS(=O)(=O)[C@]1(CC(=O)c1ccccc1)P(O)Br.c1cc[nH]c1.c1cc[nH]c1.c1cc[nH]c1.c1cc[nH]c1.c1cc[nH]c1.c1cc[nH]c1.c1cc[nH]c1.c1cc[nH]c1.

(9)
DFT (ωB97M-V/def2-TZVPD) results for C4H10N2O as an isolated structure in a non-equilibrium geometry.

```
! wB97M-V def2-TZVPD RIJCOSX def2/J DEFGRID3
* xyz 0 1
C -1.3633 -1.3983 -0.0548
C -1.5006 0.1347 -0.0927
N -0.3629 0.7289 -0.8129
C 0.7013 1.5174 -0.0800
C 1.3605 0.3172 0.6612
N 2.3027 -0.1634 -0.3103
O 0.8540 -0.0988 1.7766
H -1.2909 -1.8595 -1.0311
H -2.1645 -1.8994 0.4636
H -0.4771 -1.4615 0.4979
H -1.2691 0.4107 1.0263
H -2.4782 0.5458 -0.3313
H -0.1536 0.1995 -1.6523
H 0.1669 2.2087 0.5730
H 1.3523 2.0500 -0.7635
H 3.1083 -0.6355 0.2038
H 1.2142 -0.5965 -0.0735
*
```

The value obtained for the HOMO-LUMO gap is 9.08 eV. As for the energy above the lowest of the compared OMol25 structures with the same formula, charge and spin: 540.0 kJ/mol. Its total energy is -9333.390 eV.

(10)
DFT (ωB97M-V/def2-TZVPD) results for a 2-piece molecular cluster, C4H6N2O2 overall in a non-equilibrium geometry.

```
! wB97M-V def2-TZVPD RIJCOSX def2/J DEFGRID3
* xyz 0 1
C 1.5955 0.2267 0.3371
C 0.2520 0.7786 -0.3605
C -1.7248 -0.9125 -0.2365
C 0.2445 -0.4537 0.5081
H 2.3984 -1.3500 -0.8584
H 1.9307 0.8123 1.2111
H 0.2707 0.5097 -1.3853
H -1.4357 2.1741 0.4028
H -2.5239 -1.6688 -0.3231
H -0.0993 -0.2842 1.5436
N -1.1027 1.3439 -0.1697
N -1.9995 0.3436 -0.1580
O 2.6627 -0.0868 -0.4471
O -0.4688 -1.4329 -0.0640
*
```

The value obtained for the HOMO-LUMO gap is 7.88 eV. As for the energy above the lowest of the compared OMol25 structures with the same formula, charge and spin: 720.2 kJ/mol. Its total energy is -11313.578 eV.